1.
{"formula": "C35H34ClMgNOSi2", "method": "wB97M-V/def2-TZVPD", "total_energy_ha": -2723.44447, "homo_lumo_gap_ev": 5.865, "de_lowest_kj_mol": 0.0, "total_charge": 0, "lumo_energy_ev": -0.25, "symbols": ["C", "C", "C", "H", "C", "C", "H", "H", "H", "H", "Mg", "Si", "C", "C", "H", "C", "H", "C", "H", "C", "H", "C", "H", "C", "C", "H", "C", "H", "C", "H", "C", "H", "C", "H", "H", "Si", "C", "C", "H", "C", "H", "C", "H", "C", "H", "C", "H", "C", "C", "H", "C", "H", "C", "H", "C", "H", "C", "H", "H", "Cl", "O", "C", "C", "C", "C", "C", "C", "N", "H", "H", "H", "H", "H", "H", "H"], "positions_angstrom": [[1.4896, -4.3030, 4.0036], [1.7997, -4.3848, 2.6127], [2.4649, -3.1761, 2.2390], [1.6832, -5.2706, 1.9833], [2.5488, -2.3419, 3.3942], [1.9292, -3.0310, 4.4793], [1.9035, -2.6947, 5.5187], [1.1091, -5.1173, 4.6215], [2.9285, -2.9699, 1.2721], [3.0736, -1.3893, 3.4479], [0.1733, -2.6349, 2.8447], [-2.0596, 4.6430, -2.2189], [-2.2533, 3.7392, -3.8180], [-3.0597, 4.2627, -4.8429], [-3.5694, 5.2158, -4.6947], [-3.1972, 3.5618, -6.0434], [-3.8165, 3.9735, -6.8428], [-2.5476, 2.3357, -6.2226], [-2.6685, 1.7832, -7.1568], [-1.7450, 1.8122, -5.2024], [-1.2213, 0.8650, -5.3412], [-1.6073, 2.5061, -3.9961], [-0.9954, 2.0900, -3.1922], [-0.3717, 5.3859, -2.1123], [0.5495, 5.2920, -3.1671], [0.2699, 4.7982, -4.1001], [1.8346, 5.8289, -3.0272], [2.5539, 5.7254, -3.8403], [2.1945, 6.4962, -1.8517], [3.1957, 6.9183, -1.7457], [1.2640, 6.6278, -0.8138], [1.5381, 7.1570, 0.1010], [-0.0140, 6.0841, -0.9426], [-0.7458, 6.1961, -0.1402], [-2.2950, 3.6765, -1.1240], [0.1224, -0.7139, 0.8115], [1.6677, 0.3163, 0.9257], [2.5711, 0.3817, -0.1504], [2.3610, -0.1657, -1.0708], [3.7444, 1.1344, -0.0336], [4.4399, 1.1756, -0.8743], [4.0254, 1.8140, 1.1559], [4.9463, 2.3912, 1.2475], [3.1480, 1.7292, 2.2431], [3.3744, 2.2365, 3.1848], [1.9772, 0.9780, 2.1344], [1.2993, 0.8994, 2.9892], [0.0718, -1.5839, -0.8333], [0.7626, -2.8024, -1.0336], [1.2452, -3.3093, -0.1952], [0.8798, -3.3371, -2.3198], [1.4590, -4.2514, -2.4700], [0.2621, -2.7018, -3.4015], [0.3458, -3.1317, -4.4026], [-0.4815, -1.5349, -3.2042], [-0.9886, -1.0494, -4.0432], [-0.5837, -0.9808, -1.9229], [-1.1712, -0.0741, -1.7674], [-3.0338, 5.7548, -2.1813], [-1.5255, 0.4764, 1.0569], [-1.0922, -3.6593, 1.5015], [-1.7561, -4.7815, 2.1654], [-2.0668, -4.3894, 3.5792], [-3.0332, -5.0824, 4.3118], [-3.3105, -4.6686, 5.6121], [-2.5913, -3.5940, 6.1503], [-1.6127, -2.9688, 5.3696], [-1.3737, -3.3577, 4.0931], [-1.3182, -3.6421, 0.5456], [-2.6719, -5.0246, 1.6199], [-1.0761, -5.6457, 2.1633], [-3.5154, -5.9282, 3.8328], [-4.0647, -5.1843, 6.2021], [-2.7608, -3.2436, 7.1651], [-1.0118, -2.1422, 5.7625]], "atomic_forces_ev_per_a": [[0.365, 0.090, -0.273], [0.511, 0.152, 0.399], [0.248, -0.124, 0.681], [-0.080, 0.384, 0.199], [0.050, -0.706, -0.211], [0.170, -0.093, -0.254], [-0.046, -0.100, -0.409], [-0.099, 0.335, -0.239], [-0.346, 0.036, 0.358], [-0.364, -0.209, -0.062], [0.643, 0.842, -1.094], [-0.222, 0.017, 0.029], [-0.304, -0.167, -0.306], [0.377, -0.498, -0.107], [0.110, -0.239, -0.092], [-0.012, -0.054, 0.004], [0.164, -0.160, 0.213], [0.061, 0.121, 0.202], [0.055, 0.199, 0.269], [-0.059, 0.152, 0.113], [-0.187, 0.247, -0.018], [-0.209, 0.059, -0.521], [-0.117, 0.089, -0.228], [0.517, 0.345, 0.129], [0.246, 0.149, 0.401], [0.087, 0.054, 0.297], [-0.121, 0.107, 0.145], [-0.169, 0.069, 0.206], [-0.277, -0.169, -0.083], [-0.298, -0.143, -0.023], [-0.027, 0.032, -0.031], [-0.055, -0.138, -0.274], [0.394, -0.142, -0.436], [0.259, -0.043, -0.109], [0.005, 0.125, 0.135], [0.687, -2.084, 2.520], [0.289, 0.487, -0.373], [0.153, 0.342, 0.588], [0.029, 0.213, 0.176], [-0.042, -0.078, 0.161], [-0.143, 0.063, 0.268], [-0.021, -0.153, -0.081], [-0.241, -0.123, -0.041], [-0.173, -0.139, -0.071], [-0.001, -0.113, -0.341], [0.286, 0.052, -0.583], [0.149, 0.010, -0.271], [-0.182, 0.128, -0.799], [-0.106, 0.511, -0.420], [-0.128, 0.226, -0.177], [-0.164, 0.070, 0.107], [-0.221, 0.253, -0.020], [-0.035, -0.019, -0.020], [0.000, 0.155, 0.305], [-0.081, -0.028, 0.207], [0.188, -0.232, 0.245], [0.332, -0.540, -0.342], [0.197, -0.173, -0.036], [-0.186, -0.040, 0.100], [-1.020, 1.058, -0.393], [-1.085, -1.296, -0.014], [0.503, 0.564, -0.859], [-0.169, 0.493, 0.655], [0.406, 0.340, 0.049], [0.330, 0.095, -0.173], [0.367, 0.103, -0.356], [-0.562, -0.662, -0.395], [-0.741, -0.102, 0.715], [0.440, 0.177, 0.853], [0.093, -0.085, 0.171], [-0.160, 0.112, -0.038], [-0.161, 0.106, 0.226], [0.141, 0.133, -0.091], [-0.030, -0.109, -0.213], [-0.207, -0.335, -0.247]]}

2.
{"formula": "C5H13NO", "method": "wB97M-V/def2-TZVPD", "s2": 0.755, "total_energy_ha": -327.93854, "homo_lumo_gap_ev": [9.664, 4.836], "spin_multiplicity": 2, "de_lowest_kj_mol": 201.5, "total_charge": 1, "lumo_energy_ev": [-4.49, -9.32], "symbols": ["C", "C", "C", "H", "H", "H", "H", "H", "H", "H", "H", "C", "C", "O", "N", "H", "H", "H", "H", "H"], "positions_angstrom": [[0.2820, -1.2002, -1.9262], [0.4854, -2.0994, -0.6750], [-1.2654, -1.0690, -2.2018], [0.6829, -0.1823, -1.9659], [0.7497, -1.6197, -2.8164], [0.4403, -3.0753, -1.1623], [-1.4399, -1.3785, -3.2334], [-1.9826, -1.6457, -1.6222], [-0.2829, -2.1757, 0.0948], [1.4263, -1.9060, -0.1657], [-1.4702, -0.0089, -2.0579], [1.4613, 1.1534, 0.6848], [0.0445, 1.2557, 1.2747], [-0.9089, 1.5817, 0.5523], [-0.1959, 0.8204, 2.5050], [1.5530, 0.2289, 0.1179], [2.1951, 1.4138, 1.4402], [-1.1214, 0.5457, 2.8023], [0.5595, 0.3902, 3.0203], [1.4018, 1.9383, -0.0743]], "atomic_forces_ev_per_a": [[-1.849, -0.057, 0.370], [0.514, 0.024, -1.134], [0.973, 0.416, -0.764], [0.122, 0.008, 0.795], [0.093, -0.499, 0.308], [0.582, -0.334, 0.672], [-0.253, 0.471, -0.037], [0.487, -0.193, 0.467], [-0.378, 0.761, -0.225], [0.344, -0.512, -0.102], [-0.631, -0.065, -0.318], [-1.525, 1.752, -0.917], [0.837, -2.216, 1.828], [-0.365, 0.571, -0.889], [0.329, -0.081, -0.488], [0.021, -0.296, 0.477], [0.065, -0.312, 0.065], [-0.259, 0.389, 0.015], [0.134, 0.128, -0.061], [0.760, 0.047, -0.062]]}

3.
{"formula": "C2H3IN4", "method": "wB97M-V/def2-TZVPD", "total_energy_ha": -594.61652, "homo_lumo_gap_ev": [6.539, 6.538], "de_lowest_kj_mol": 114.2, "total_charge": 0, "lumo_energy_ev": [-2.73, -2.73], "symbols": ["C", "C", "N", "N", "N", "N", "I", "H", "H", "H"], "positions_angstrom": [[-1.0838, 0.3638, -1.3342], [0.8711, -0.0258, -0.7456], [0.1003, -0.0258, -1.8007], [-1.1394, 0.5261, -0.0342], [0.1059, 0.2023, 0.3617], [0.5127, 0.2758, 1.5720], [0.7082, -2.2198, 2.5467], [-1.8994, 0.5436, -1.9993], [1.8936, -0.1813, -0.8798], [-0.0692, 0.5412, 2.3135]], "atomic_forces_ev_per_a": [[-1.146, 0.224, 0.906], [-1.185, -0.496, -1.319], [1.732, 0.156, -0.377], [-1.338, -0.409, -0.177], [-0.609, 1.254, -0.629], [3.929, -2.733, 0.811], [-0.263, 1.706, -0.590], [-0.507, 0.110, 0.027], [1.466, -0.398, 0.878], [-2.078, 0.587, 0.471]]}